1.
{
  "formula": "C3H3Cl2NO4S2",
  "method": "ωB97M-V with the def2-TZVPD basis set",
  "elements": ["C", "C", "C", "N", "O", "O", "O", "O", "S", "S", "Cl", "Cl", "H", "H", "H"],
  "positions_angstrom": [[2.016640, 0.037713, -1.773682], [-0.068334, 0.377909, -0.112886], [1.562535, -0.006378, -0.447812], [2.295548, 0.006176, -2.881662], [2.298855, -1.590886, 1.521384], [3.339707, -1.920691, -0.647722], [2.035436, 1.106717, 1.998961], [3.909459, 0.625134, 0.462264], [2.203327, -1.653389, 0.104836], [2.564275, 0.908214, 0.703477], [0.753772, -2.970349, -0.422092], [2.167311, 2.625760, -0.246877], [-0.860998, 0.026485, -0.775361], [-0.029062, 1.467301, 0.038157], [-0.191281, -0.221681, 0.885744]],
  "atomic_forces_ev_per_a": [[-0.1318, 0.8269, -1.3954], [2.4247, -1.8748, 2.1781], [-3.1904, -1.5960, 1.7214], [0.1491, 0.0539, -0.5068], [-0.6146, -0.3103, 0.3101], [1.5858, -0.8115, -1.4720], [-0.5055, -0.5994, 0.1350], [1.6464, -0.6690, -0.1519], [-1.5297, -0.6696, 1.1609], [-0.3350, 3.0803, 0.4426], [0.0066, 0.2554, 0.0543], [0.1985, 1.3745, -0.3841], [0.7629, 0.0522, -0.4860], [-0.4416, -0.6590, 0.0026], [-0.0255, 1.5465, -1.6089]],
  "de_lowest_kj_mol": 0.0,
  "e_lumo_ha": -0.0283,
  "total_charge": 0,
  "homo_energy_ev": -11.931,
  "total_energy_ha": -2188.47960,
  "homo_lumo_gap_ha": 0.4101
}

---

2.
{
  "formula": "C4H7NO2",
  "method": "ωB97M-V with the def2-TZVPD basis set",
  "elements": ["O", "C", "N", "C", "C", "C", "O", "H", "H", "H", "H", "H", "H", "H"],
  "positions_angstrom": [[-1.836522, -2.574825, -1.738002], [-1.213082, -1.977424, -0.874715], [-1.087629, -0.639445, -0.774579], [-0.581920, 0.205577, 0.320591], [0.896799, 0.694747, -0.021510], [1.403887, 1.607051, 1.125570], [2.599534, 1.993017, 1.217395], [-0.520619, -2.498051, -0.171484], [-1.249988, -0.203039, -1.677561], [-0.465094, -0.515229, 1.156528], [-1.190044, 1.110984, 0.369758], [1.055468, 1.251580, -0.924401], [1.485095, -0.223506, 0.023408], [0.704116, 1.768564, 1.969002]],
  "atomic_forces_ev_per_a": [[0.0959, 0.1160, 0.0363], [1.1402, 0.0752, 0.3700], [-0.7531, 0.3203, -1.1063], [2.6704, -0.6949, -1.8041], [-0.7302, 0.1192, 2.9176], [-1.7747, -0.1409, -0.3267], [1.2957, 0.1336, -0.1623], [-0.7266, -0.1060, 0.2735], [-0.3658, 0.2377, 0.4042], [-0.5400, 1.1629, 0.0969], [-0.3510, -0.4500, 0.8271], [-0.2912, -0.1911, -0.9627], [0.4257, -0.3171, -0.5598], [-0.0954, -0.2649, -0.0037]],
  "de_lowest_kj_mol": 109.6,
  "multiplicity": 2,
  "s2": 0.75,
  "e_lumo_ha": [0.1369, 0.1346],
  "total_charge": -1,
  "homo_energy_ev": [0.296, -3.326],
  "total_energy_ha": -361.79922,
  "homo_lumo_gap_ha": [0.1260, 0.2568]
}

---

Repeat the first record exactly.
{
  "formula": "C3H3Cl2NO4S2",
  "method": "ωB97M-V with the def2-TZVPD basis set",
  "elements": ["C", "C", "C", "N", "O", "O", "O", "O", "S", "S", "Cl", "Cl", "H", "H", "H"],
  "positions_angstrom": [[2.016640, 0.037713, -1.773682], [-0.068334, 0.377909, -0.112886], [1.562535, -0.006378, -0.447812], [2.295548, 0.006176, -2.881662], [2.298855, -1.590886, 1.521384], [3.339707, -1.920691, -0.647722], [2.035436, 1.106717, 1.998961], [3.909459, 0.625134, 0.462264], [2.203327, -1.653389, 0.104836], [2.564275, 0.908214, 0.703477], [0.753772, -2.970349, -0.422092], [2.167311, 2.625760, -0.246877], [-0.860998, 0.026485, -0.775361], [-0.029062, 1.467301, 0.038157], [-0.191281, -0.221681, 0.885744]],
  "atomic_forces_ev_per_a": [[-0.1318, 0.8269, -1.3954], [2.4247, -1.8748, 2.1781], [-3.1904, -1.5960, 1.7214], [0.1491, 0.0539, -0.5068], [-0.6146, -0.3103, 0.3101], [1.5858, -0.8115, -1.4720], [-0.5055, -0.5994, 0.1350], [1.6464, -0.6690, -0.1519], [-1.5297, -0.6696, 1.1609], [-0.3350, 3.0803, 0.4426], [0.0066, 0.2554, 0.0543], [0.1985, 1.3745, -0.3841], [0.7629, 0.0522, -0.4860], [-0.4416, -0.6590, 0.0026], [-0.0255, 1.5465, -1.6089]],
  "de_lowest_kj_mol": 0.0,
  "e_lumo_ha": -0.0283,
  "total_charge": 0,
  "homo_energy_ev": -11.931,
  "total_energy_ha": -2188.47960,
  "homo_lumo_gap_ha": 0.4101
}

---

Copy entry 1 word for word.
{
  "formula": "C3H3Cl2NO4S2",
  "method": "ωB97M-V with the def2-TZVPD basis set",
  "elements": ["C", "C", "C", "N", "O", "O", "O", "O", "S", "S", "Cl", "Cl", "H", "H", "H"],
  "positions_angstrom": [[2.016640, 0.037713, -1.773682], [-0.068334, 0.377909, -0.112886], [1.562535, -0.006378, -0.447812], [2.295548, 0.006176, -2.881662], [2.298855, -1.590886, 1.521384], [3.339707, -1.920691, -0.647722], [2.035436, 1.106717, 1.998961], [3.909459, 0.625134, 0.462264], [2.203327, -1.653389, 0.104836], [2.564275, 0.908214, 0.703477], [0.753772, -2.970349, -0.422092], [2.167311, 2.625760, -0.246877], [-0.860998, 0.026485, -0.775361], [-0.029062, 1.467301, 0.038157], [-0.191281, -0.221681, 0.885744]],
  "atomic_forces_ev_per_a": [[-0.1318, 0.8269, -1.3954], [2.4247, -1.8748, 2.1781], [-3.1904, -1.5960, 1.7214], [0.1491, 0.0539, -0.5068], [-0.6146, -0.3103, 0.3101], [1.5858, -0.8115, -1.4720], [-0.5055, -0.5994, 0.1350], [1.6464, -0.6690, -0.1519], [-1.5297, -0.6696, 1.1609], [-0.3350, 3.0803, 0.4426], [0.0066, 0.2554, 0.0543], [0.1985, 1.3745, -0.3841], [0.7629, 0.0522, -0.4860], [-0.4416, -0.6590, 0.0026], [-0.0255, 1.5465, -1.6089]],
  "de_lowest_kj_mol": 0.0,
  "e_lumo_ha": -0.0283,
  "total_charge": 0,
  "homo_energy_ev": -11.931,
  "total_energy_ha": -2188.47960,
  "homo_lumo_gap_ha": 0.4101
}